Entry 1:
# C48H71AsBN9S3Sc

A molecular structure, C48H71AsBN9S3Sc (the ωB97M-V functional and the def2-TZVPD basis, OMol25).

Output
HOMO energy ... -0.352 hartree
Energy relative to the best compared isomer or geometry (same formula, charge and spin) ... 0.0 kcal per mole
Molecular weight ... 1001.1 g/mol
Total charge ... +1

```
134
Properties=species:S:1:pos:R:3:lowdin_charge:R:1
Sc 1.2296 -0.2632 -0.2786 1.02
C 4.6821 1.3315 0.3640 -0.03
C 4.3925 0.7405 -0.9775 -0.34
C 5.1871 0.8294 -2.1150 0.04
C 4.5061 0.1369 -3.1000 -0.25
C 4.9048 -0.0684 -4.5246 0.00
N 3.3688 -0.3317 -2.5623 0.04
N 3.2856 0.0365 -1.2480 0.00
B 2.3537 -1.2716 -3.2477 -0.51
N 2.2403 -2.6244 -2.5200 0.03
N 1.5640 -2.7762 -1.3391 0.06
C 1.4029 -4.1005 -1.1941 -0.35
C 0.6857 -4.8124 -0.0815 -0.03
C 2.0038 -4.7888 -2.2492 0.01
C 2.5198 -3.8188 -3.0760 -0.26
C 3.2630 -3.9942 -4.3617 -0.01
N 0.9535 -0.6207 -3.3451 0.04
N 0.2968 -0.0933 -2.2653 0.02
C -0.8638 0.4061 -2.7210 -0.31
C -1.8564 1.1116 -1.8644 -0.01
C -0.9534 0.1934 -4.0899 0.02
C 0.2152 -0.4579 -4.4494 -0.26
C 0.6221 -0.9487 -5.7995 0.00
H 5.2017 2.2813 0.2462 0.10
H 3.7771 1.5256 0.9334 0.03
H 5.3369 0.6780 0.9478 0.10
H 6.1332 1.3376 -2.2081 0.12
H 5.8515 0.4362 -4.7045 0.09
H 5.0281 -1.1246 -4.7622 0.08
H 4.1608 0.3414 -5.2074 0.09
H 2.7448 -1.4702 -4.3557 0.11
H 0.3746 -5.7865 -0.4565 0.09
H -0.2173 -4.3144 0.2742 0.06
H 1.3346 -5.0004 0.7737 0.07
H 2.0302 -5.8569 -2.3969 0.12
H 3.5208 -5.0449 -4.4820 0.09
H 2.6632 -3.6914 -5.2213 0.08
H 4.1842 -3.4125 -4.3780 0.08
H -1.9430 0.6589 -0.8766 0.04
H -1.5609 2.1516 -1.7380 0.07
H -2.8333 1.1026 -2.3460 0.08
H -1.7611 0.4900 -4.7402 0.12
H -0.1624 -0.7163 -6.5170 0.09
H 1.5470 -0.4814 -6.1382 0.08
H 0.7805 -2.0283 -5.7954 0.08
N 2.7532 -1.1927 1.3129 -0.01
C 2.3947 -1.6190 2.6885 -0.20
C 1.3397 -2.7084 2.6585 -0.16
C -0.0429 -2.2154 2.2673 -0.22
N -0.1261 -1.7439 0.8618 -0.06
H 3.0957 -2.0015 0.7951 0.09
H 3.5431 -0.5579 1.3662 0.05
H 2.0220 -0.7527 3.2321 0.10
H 3.2821 -1.9814 3.2092 0.13
H 1.2629 -3.1494 3.6540 0.13
H 1.6728 -3.5031 1.9866 0.09
H -0.3072 -1.3816 2.9125 0.06
H -0.7822 -3.0021 2.4355 0.12
H -1.0909 -1.4666 0.6786 -0.02
H 0.0520 -2.5260 0.2373 0.02
C -3.4434 -2.9243 -5.0030 -0.52
C -2.2574 -3.7771 -4.5495 -0.52
S -1.5634 -3.3481 -2.9305 0.86
C -2.5683 -4.4027 -1.8375 -0.50
C -3.3758 -3.7164 -0.7048 -0.50
S -3.2463 -1.9251 -0.4770 0.84
C -4.5915 -1.2425 -1.4821 -0.51
C -4.3464 -1.2017 -2.9872 -0.54
S -4.7943 -2.7645 -3.8016 0.88
H -3.8879 -3.3688 -5.8942 0.07
H -3.1174 -1.9172 -5.2641 0.07
H -1.4333 -3.6552 -5.2565 0.06
H -2.5191 -4.8348 -4.5408 0.08
H -1.8956 -5.1406 -1.4013 0.05
H -3.2618 -4.9270 -2.4883 0.06
H -3.0705 -4.1276 0.2583 0.06
H -4.4358 -3.9349 -0.8270 0.07
H -4.7086 -0.2264 -1.1003 0.06
H -5.5032 -1.7908 -1.2390 0.08
H -3.2933 -1.0205 -3.1871 0.02
H -4.9425 -0.4050 -3.4358 0.08
C 1.6147 0.7942 7.8129 -0.04
C 1.1009 0.8854 6.4008 -0.26
C 1.8949 1.3399 5.3646 -0.02
C 1.4237 1.4674 4.0560 -0.31
C 2.4167 2.0022 3.0538 -0.08
C 0.1000 1.1232 3.7567 -0.28
As -0.8491 1.1009 2.0020 1.36
N 0.4300 1.4391 0.6472 -0.34
C 0.5078 2.6595 -0.0880 -0.39
C 1.6933 2.9445 -0.7743 -0.06
C 1.8661 4.1092 -1.5105 -0.07
C 0.8558 5.0538 -1.5731 -0.09
C -0.3360 4.7849 -0.9129 -0.07
C -0.5161 3.6087 -0.2001 -0.09
C -1.9832 2.6752 2.3323 -0.31
C -3.3537 2.5137 2.0804 -0.29
C -3.9812 1.2247 1.6001 -0.08
C -4.2170 3.5881 2.2999 -0.01
C -3.7631 4.8156 2.7484 -0.25
C -4.7005 5.9772 2.9415 -0.04
C -2.3993 4.9564 2.9877 -0.01
C -1.5021 3.9193 2.7851 -0.26
C -0.0466 4.2014 3.0410 -0.04
C -0.7157 0.6289 4.8041 -0.28
C -2.1556 0.2124 4.6004 -0.07
C -0.2059 0.5245 6.0905 -0.01
H 2.6853 0.9893 7.8595 0.08
H 1.4265 -0.1930 8.2378 0.08
H 1.1120 1.5229 8.4515 0.09
H 2.9242 1.6212 5.5690 0.12
H 2.5574 3.0780 3.1829 0.09
H 2.0895 1.8382 2.0330 0.02
H 3.3923 1.5351 3.2131 0.08
H 2.5137 2.2477 -0.7170 0.06
H 2.8075 4.2816 -2.0191 0.11
H 0.9924 5.9757 -2.1224 0.10
H -1.1543 5.4939 -0.9604 0.11
H -1.4771 3.4236 0.2513 0.09
H -3.3139 0.6249 0.9872 -0.01
H -4.8831 1.4395 1.0250 0.08
H -4.2801 0.5987 2.4450 0.09
H -5.2764 3.4539 2.1031 0.12
H -5.7393 5.6751 2.8149 0.08
H -4.4878 6.7664 2.2177 0.09
H -4.5882 6.4103 3.9365 0.08
H -2.0179 5.9137 3.3301 0.12
H 0.1508 5.2695 2.9478 0.09
H 0.5946 3.6834 2.3311 0.05
H 0.2391 3.8888 4.0472 0.09
H -2.2744 -0.4957 3.7763 0.06
H -2.7850 1.0754 4.3772 0.07
H -2.5424 -0.2550 5.5049 0.08
H -0.8520 0.1489 6.8785 0.12
```

Entry 2:
# C33H46BCl5N6OW

A molecular structure, C33H46BCl5N6OW (the ωB97M-V functional and the def2-TZVPD basis, OMol25).

Output
HOMO energy (alpha / beta) ... -0.503 / -0.503 hartree
Molecular weight ... 914.7 g/mol
Total charge ... +2

```
93
Properties=species:S:1:pos:R:3:lowdin_charge:R:1
W -0.2212 -0.5018 -0.2133 1.70
C 2.8034 -2.3324 -2.6998 -0.05
C 3.4129 -2.4851 -1.3070 -0.35
C 4.9330 -2.5911 -1.3597 -0.05
C 2.9741 -1.3714 -0.4040 -0.19
C 3.6314 -0.7007 0.6259 0.11
C 2.7130 0.1900 1.2120 -0.21
C 2.8656 1.1357 2.3609 -0.36
C 3.1531 0.3667 3.6501 -0.04
C 3.9637 2.1582 2.0636 -0.05
N 1.5780 0.0763 0.5221 -0.11
N 1.7315 -0.8617 -0.4600 -0.09
B -1.1548 1.3116 1.2315 -0.34
N -2.4400 0.6049 1.0312 0.01
N -2.3308 -0.2943 -0.0068 -0.04
C -3.5215 -0.9448 -0.0875 -0.18
C -4.3350 -0.4888 0.9418 0.09
C -3.6262 0.4784 1.6467 -0.15
C -4.0440 1.2718 2.8457 -0.34
C -3.8699 2.7749 2.6308 -0.04
C -3.3145 0.7875 4.1012 -0.03
C -3.9276 -1.8881 -1.1851 -0.34
C -3.7575 -3.3543 -0.7795 -0.02
C -3.2931 -1.5560 -2.5319 -0.05
N -0.5510 1.9363 -0.0059 0.02
N -0.3941 1.2175 -1.2230 -0.06
C 0.3795 1.9477 -2.0406 -0.19
C 0.7020 3.1432 -1.3980 0.10
C 0.1489 3.1037 -0.1368 -0.16
C 0.1023 4.1720 0.9118 -0.35
C -1.1644 5.0138 0.7092 -0.02
C 1.3534 5.0442 0.8702 -0.04
C 0.8095 1.4154 -3.3749 -0.35
C -0.0508 0.2438 -3.8365 -0.05
C 0.8490 2.5351 -4.4154 -0.04
H 3.0945 -3.1736 -3.3273 0.10
H 3.1605 -1.4187 -3.1801 0.09
H 1.7127 -2.3038 -2.6701 0.04
H 3.0192 -3.4074 -0.8591 0.15
H 5.3743 -1.6802 -1.7684 0.10
H 5.2243 -3.4190 -2.0038 0.09
H 5.3675 -2.7741 -0.3771 0.08
H 4.6480 -0.8590 0.9451 0.13
H 1.9064 1.6568 2.4571 0.13
H 4.1028 -0.1650 3.5780 0.09
H 2.3724 -0.3633 3.8687 0.08
H 3.2227 1.0531 4.4929 0.09
H 4.9356 1.6699 1.9817 0.09
H 4.0285 2.8858 2.8721 0.09
H 3.7783 2.6917 1.1311 0.07
H -0.7990 1.7230 2.2727 0.09
H -5.3513 -0.7908 1.1293 0.14
H -5.1094 1.0645 2.9674 0.15
H -2.8140 3.0502 2.5794 0.06
H -4.2981 3.3180 3.4722 0.10
H -4.3655 3.1170 1.7222 0.10
H -2.2462 1.0062 4.0486 0.07
H -3.4400 -0.2845 4.2531 0.09
H -3.7123 1.2990 4.9767 0.10
H -5.0036 -1.7137 -1.2827 0.15
H -2.7091 -3.6179 -0.6566 0.05
H -4.1735 -3.9998 -1.5521 0.10
H -4.2752 -3.5696 0.1552 0.09
H -2.2276 -1.7793 -2.5517 0.04
H -3.4415 -0.5074 -2.7942 0.09
H -3.7621 -2.1618 -3.3071 0.10
H 1.2668 3.9586 -1.8143 0.14
H 0.0431 3.6803 1.8857 0.12
H -1.1320 5.5326 -0.2492 0.10
H -1.2377 5.7629 1.4966 0.10
H -2.0693 4.4054 0.7345 0.07
H 1.4236 5.5907 -0.0709 0.09
H 2.2650 4.4616 0.9996 0.07
H 1.3098 5.7831 1.6688 0.10
H 1.8355 1.0540 -3.2208 0.15
H -1.0984 0.5316 -3.9381 0.09
H 0.0016 -0.6168 -3.1617 0.04
H 0.2968 -0.1001 -4.8098 0.10
H -0.1466 2.9518 -4.5722 0.10
H 1.2022 2.1410 -5.3661 0.09
H 1.5210 3.3416 -4.1245 0.08
Cl 0.6444 -7.4523 1.4634 0.76
C 0.2947 -5.9399 0.7545 -0.69
C 0.2221 -4.8023 1.5579 -0.69
Cl 0.4652 -4.8687 3.2478 0.76
C -0.0496 -3.5900 0.9420 -0.54
Cl -0.1579 -2.0915 1.8379 0.85
C -0.2624 -3.4634 -0.4166 -0.46
O -0.5285 -2.2609 -0.9535 -0.33
C -0.1972 -4.6029 -1.2197 -0.62
Cl -0.4920 -4.4454 -2.8964 0.79
C 0.0841 -5.8346 -0.6298 -0.68
Cl 0.1681 -7.2310 -1.6073 0.76
```

Entry 3:
# C16H23AuN8O4S

A molecular structure, C16H23AuN8O4S (the ωB97M-V functional and the def2-TZVPD basis, OMol25).

Output
HOMO energy ... -0.289 hartree
Energy relative to the best compared isomer or geometry (same formula, charge and spin) ... 0.0 kcal per mole
Molecular weight ... 620.4 g/mol
Total charge ... 0

```
53
Properties=species:S:1:pos:R:3:lowdin_charge:R:1
Au 0.3917 -1.5707 -0.7310 0.87
N 2.9996 -0.9523 0.7642 0.05
C 3.7963 -0.9280 -0.4508 -0.31
C 4.3554 0.4607 -0.8468 -0.15
C 3.3570 1.6243 -0.9360 -0.16
C 2.1130 1.3430 -1.7599 -0.18
N 2.4376 0.7201 -3.0435 0.11
C 1.6404 0.6240 -4.0752 -0.43
N 0.5295 1.3701 -4.1986 0.21
N 1.9741 -0.2346 -5.0540 0.20
C 3.1718 -1.6645 -1.6690 -0.63
O 3.8401 -1.6085 -2.7222 -0.03
O 2.0895 -2.3257 -1.5908 -0.19
H 2.2380 -0.2786 0.7479 0.02
H 3.5813 -0.7281 1.5628 0.08
H 4.6768 -1.5513 -0.2621 0.15
H 4.8896 0.3479 -1.7909 0.11
H 5.1102 0.7407 -0.1078 0.11
H 3.8844 2.4961 -1.3310 0.11
H 2.9911 1.8957 0.0562 0.11
H 1.5394 2.2596 -1.9056 0.12
H 1.4652 0.6579 -1.2070 0.04
H 3.1541 -0.0175 -3.0007 0.09
H 0.1820 1.8570 -3.3896 0.11
H -0.1497 1.1247 -4.8960 0.12
H 2.6640 -0.9416 -4.8354 0.12
H 1.3361 -0.4209 -5.8054 0.12
N -2.8940 0.6286 6.1553 0.09
C -2.4539 0.7238 4.8407 -0.32
C -3.1707 1.4745 3.9066 -0.03
C -2.7631 1.5253 2.5869 -0.06
C -1.6280 0.8370 2.1913 -0.31
C -0.9054 0.0839 3.1072 -0.05
C -1.3178 0.0243 4.4237 -0.03
S -1.0819 0.9027 0.5232 0.58
O 0.3554 1.1053 0.5603 -0.38
O -1.8626 1.8812 -0.1830 -0.31
N -1.2808 -0.5987 -0.0853 -0.28
C -2.5305 -1.1606 -0.1806 -0.48
N -2.5721 -2.3672 -0.7691 0.10
C -3.7625 -2.9362 -0.8600 -0.14
C -4.9226 -2.3451 -0.3819 -0.07
C -4.7612 -1.1046 0.2081 -0.13
N -3.5852 -0.5026 0.3138 0.13
H -3.4832 1.3807 6.4721 0.09
H -2.1938 0.3724 6.8314 0.09
H -4.0583 2.0110 4.2206 0.11
H -3.3186 2.0884 1.8503 0.11
H -0.0226 -0.4556 2.7867 0.11
H -0.7608 -0.5680 5.1397 0.11
H -3.7882 -3.9115 -1.3360 0.11
H -5.8868 -2.8240 -0.4614 0.09
H -5.6094 -0.5648 0.6177 0.11
```